Entry 1:
22
Properties=species:S:1:pos:R:3:forces:R:3 method="wB97M-V/def2-TZVPD" total_charge=+1 fmax_ev_per_a=2.84 de_lowest_ev=2.126 e_lumo_ev=-3.160 homo_energy_ha=-0.4960
C 2.71248 -0.59189 0.36490 -1.1305 0.4426 -0.8101
O 1.91527 0.00571 1.40977 0.3227 -0.4813 -0.0189
C 1.77520 -0.67294 -0.86893 0.5944 0.7857 1.5126
C 1.00014 0.65000 -1.06672 -0.6640 -0.6239 -1.5967
C -0.34718 0.65681 -0.45745 -0.5796 0.2496 1.4897
C -1.51236 0.77257 -1.06341 -0.0661 -0.9347 -1.4404
N -2.81743 0.43252 -0.42384 2.0169 1.5212 1.3085
H 3.55467 0.07718 0.20006 0.2846 -0.3842 -0.2522
H 2.99720 -1.61873 0.58754 0.3997 0.2000 0.4849
H 2.43016 0.74106 1.74404 -0.0543 0.0360 0.3306
H 2.28812 -0.88093 -1.79845 0.3570 -0.2451 0.0091
H 1.11684 -1.51176 -0.64517 -0.3700 0.0998 -0.3082
H 1.49129 1.58637 -0.84977 0.6665 -0.0300 0.4135
H 0.86416 0.62926 -2.13957 -0.2958 0.5838 -0.4815
H -0.37374 0.60958 0.63239 0.1029 -0.4273 -0.0465
H -1.65803 0.89561 -2.13087 0.2151 -0.0050 0.0163
H -3.40613 1.25012 -0.54787 -0.9566 -0.5389 -0.3843
H -2.64024 0.37043 0.59142 -0.1262 -0.4363 0.2166
H -3.12320 -0.48588 -0.71730 -0.7420 0.0966 -0.3737
H -2.35449 -0.68912 3.02800 -0.5923 0.6128 1.3659
H -1.59982 -1.43890 2.05852 0.0426 -0.0572 -0.5662
O -2.31289 -0.78710 2.09272 0.5752 -0.4642 -0.8689

Entry 2:
12
Properties=species:S:1:pos:R:3:forces:R:3 method="wB97M-V/def2-TZVPD" smiles=O.O.O.O fmax_ev_per_a=1.81 de_lowest_ev=2.070 e_lumo_ev=0.202 homo_energy_ha=-0.3949
O -0.61348 1.68149 0.10292 0.0659 -0.1099 0.1168
H 0.26893 1.30079 0.02932 -0.1851 0.4504 -0.3733
H -1.19487 0.99421 -0.24148 0.1735 0.1422 -0.0358
O 0.85947 -1.01179 0.13268 -1.6165 -0.5295 0.6222
H 1.37494 -1.50534 0.78051 -0.1248 -0.1339 -0.1942
H 0.74786 -0.14287 0.53457 -0.1190 -0.5893 0.1612
O -3.75137 -0.52105 -0.04685 0.1352 0.0181 -0.1468
H -3.86824 -1.12701 -0.78721 -0.0267 0.0235 0.0727
H -2.85586 -0.18293 -0.15966 -0.2122 -0.1521 0.1023
O 2.98062 -0.19032 -0.27110 1.3271 0.9151 -0.1386
H 3.28472 0.61722 -0.70051 0.2555 -0.0601 -0.0151
H 2.76727 0.08758 0.62681 0.3270 0.0255 -0.1714

Entry 3:
92
Properties=species:S:1:pos:R:3:forces:R:3 method="wB97M-V/def2-TZVPD" total_charge=+2 fmax_ev_per_a=0.36 de_lowest_ev=0.000 e_lumo_ev=-6.606 homo_energy_ha=-0.4925
Au 0.59595 -0.82513 0.81816 0.3085 0.1523 0.0957
C -1.42280 -1.03827 6.06066 -0.0261 -0.0181 -0.0006
C -0.42097 -0.09770 6.28051 0.0331 0.0312 0.0008
C 0.39045 0.31860 5.24162 -0.0915 -0.0546 0.0484
C 0.18574 -0.22037 3.97126 0.0968 0.0819 -0.0316
C -0.81340 -1.16121 3.74426 0.0365 -0.0024 0.0129
C -1.61964 -1.57072 4.79490 0.0093 0.0011 -0.0057
N 0.97708 0.17380 2.84645 -0.1521 -0.1633 0.0479
N 1.87229 0.99803 3.06292 -0.0591 0.0372 -0.0140
C 2.61165 1.41495 1.91653 -0.0712 -0.0176 0.1654
C 3.73610 2.18486 2.14695 0.0462 0.0344 -0.0202
C 4.45555 2.61841 1.04364 0.0320 0.0242 0.0245
C 4.01838 2.26529 -0.22316 0.0371 0.0109 -0.0425
C 2.87714 1.48818 -0.34407 -0.0417 -0.0797 0.0236
N 2.17872 1.07718 0.71265 -0.0355 0.0083 -0.2622
H -2.04747 -1.35780 6.88414 0.0004 -0.0054 -0.0054
H -0.27225 0.30727 7.27217 0.0064 0.0058 -0.0056
H 1.17187 1.04399 5.41014 0.0211 0.0110 -0.0335
H -0.94941 -1.57320 2.74923 -0.0141 0.0095 0.0220
H -2.39287 -2.30805 4.62710 0.0010 0.0010 -0.0060
H 4.02584 2.42210 3.16080 -0.0067 -0.0038 0.0006
H 5.34648 3.21835 1.17239 -0.0049 -0.0012 -0.0022
H 4.55253 2.57779 -1.10988 0.0114 0.0065 0.0172
H 2.51125 1.17430 -1.31593 -0.0218 -0.0021 0.0093
C -4.31155 -3.51486 -0.93564 0.0043 -0.0160 -0.0015
C -3.35972 -4.40539 -1.41824 -0.0167 0.0170 0.0087
C -2.01246 -4.09525 -1.33035 -0.0135 -0.0127 0.0269
C -1.61187 -2.88780 -0.75781 -0.0335 -0.0359 -0.0121
C -2.56900 -2.00075 -0.27126 -0.0184 0.0388 -0.0325
C -3.91799 -2.31399 -0.36317 0.0111 0.0073 -0.0073
P 0.13601 -2.46046 -0.66615 -0.0387 0.0784 -0.0418
C 0.66506 -2.04604 -2.35024 -0.0192 0.0237 -0.0123
C -0.21226 -2.04948 -3.42805 0.0214 -0.0452 -0.0289
C 0.25908 -1.77266 -4.70679 0.0256 -0.0288 0.0135
C 1.59855 -1.48364 -4.91041 -0.0036 -0.0170 0.0154
C 2.47610 -1.45908 -3.83077 -0.0106 -0.0076 0.0023
C 2.01190 -1.73813 -2.55684 0.0183 0.0454 -0.0071
C 1.04678 -3.95774 -0.23209 -0.0695 -0.0801 -0.0283
C 1.54732 -4.81347 -1.21197 0.0068 0.0088 -0.0123
C 2.17569 -5.99385 -0.84445 0.0055 -0.0119 0.0148
C 2.30297 -6.32666 0.49679 -0.0024 0.0045 -0.0166
C 1.80426 -5.47842 1.47638 -0.0064 0.0195 0.0001
C 1.17978 -4.29572 1.11459 0.0069 -0.0238 0.0051
H -5.36236 -3.76460 -0.99865 0.0005 0.0031 -0.0050
H -3.66886 -5.34443 -1.85709 0.0016 0.0004 0.0028
H -1.27445 -4.79917 -1.69628 0.0097 0.0064 0.0059
H -2.25985 -1.06398 0.18370 0.0093 -0.0160 0.0038
H -4.66028 -1.62509 0.01862 0.0027 0.0007 0.0049
H -1.25824 -2.28802 -3.28278 0.0015 0.0000 0.0155
H -0.42481 -1.80188 -5.54534 0.0042 -0.0062 -0.0038
H 1.96697 -1.28948 -5.90941 -0.0036 0.0051 -0.0025
H 3.52505 -1.24373 -3.98760 0.0002 -0.0037 -0.0047
H 2.70599 -1.74357 -1.72217 -0.0161 -0.0067 0.0113
H 1.45678 -4.56045 -2.26122 -0.0056 0.0051 0.0036
H 2.56629 -6.65422 -1.60692 -0.0011 0.0013 -0.0003
H 2.79455 -7.24789 0.77955 -0.0010 0.0033 0.0003
H 1.90573 -5.73677 2.52183 -0.0005 -0.0006 -0.0009
H 0.79214 -3.63590 1.88305 0.0020 0.0113 -0.0097
C 2.16769 6.06993 1.09039 -0.0078 -0.0145 0.0110
C 1.44818 5.24829 1.95125 0.0400 0.0145 -0.0088
C 0.60005 4.28646 1.43531 -0.0436 -0.0352 0.0308
C 0.48206 4.11106 0.04634 -0.0368 0.0667 -0.0465
C 1.20762 4.95974 -0.80818 0.0095 -0.0075 0.0054
C 2.04119 5.93291 -0.28632 -0.0024 0.0051 0.0078
Si -0.73553 2.94673 -0.62055 0.0747 0.0275 -0.0742
C -0.66069 2.33220 -2.31776 0.0125 -0.0308 0.0465
C 0.47503 2.46715 -3.13670 0.0306 0.0139 -0.0017
C 0.46303 1.99195 -4.43262 -0.0312 -0.0012 -0.0129
C -0.68310 1.38330 -4.93518 -0.0108 0.0246 0.0238
C -1.80589 1.21628 -4.13558 0.0133 0.0182 -0.0179
C -1.79219 1.67427 -2.83114 -0.0336 -0.0273 0.0184
C -2.15331 2.46056 0.41384 -0.0025 -0.0651 0.0328
C -1.93684 1.79562 1.62687 0.0132 -0.0468 0.0033
C -3.00389 1.42619 2.42870 -0.0212 0.0006 -0.0036
C -4.29884 1.74078 2.03568 -0.0015 -0.0026 -0.0022
C -4.52934 2.40722 0.83882 -0.0035 -0.0083 0.0147
C -3.46555 2.75824 0.02364 -0.0038 0.0141 0.0042
H 2.81300 6.83828 1.49605 0.0025 -0.0053 -0.0008
H 1.53395 5.37707 3.02201 -0.0063 -0.0017 -0.0056
H 0.01095 3.68240 2.11554 0.0096 0.0056 -0.0065
H 1.08727 4.89677 -1.88144 0.0142 -0.0342 -0.0187
H 2.57732 6.59766 -0.95003 -0.0002 -0.0036 0.0014
H 1.37431 2.93239 -2.75469 0.0002 0.0317 0.0082
H 1.33891 2.09623 -5.05845 0.0030 0.0035 0.0063
H -0.69553 1.02796 -5.95736 0.0055 0.0058 0.0030
H -2.68655 0.72699 -4.52905 -0.0038 0.0010 0.0021
H -2.66236 1.52146 -2.20498 -0.0013 -0.0106 -0.0169
H -0.92787 1.54658 1.93510 -0.0181 0.0151 0.0592
H -2.82573 0.90075 3.35851 0.0032 0.0151 -0.0075
H -5.13440 1.47043 2.66790 0.0037 -0.0050 -0.0012
H -5.53915 2.65614 0.54201 0.0001 0.0012 0.0000
H -3.66536 3.28192 -0.90425 0.0065 0.0004 0.0002

Entry 4:
10
Properties=species:S:1:pos:R:3:forces:R:3 method="wB97M-V/def2-TZVPD" smiles="N=C=CC=O.N#N" fmax_ev_per_a=1.96 de_lowest_ev=1.086 e_lumo_ev=0.459 homo_energy_ha=-0.3560
N -0.28670 0.68355 2.05416 0.1346 0.0121 -0.7851
C -0.27537 0.75038 0.83803 0.0302 0.0970 0.4532
C -0.16785 0.98255 -0.46183 -0.0603 0.0969 0.0709
C 0.54241 0.18214 -1.48033 0.0809 0.1610 -0.2296
O 0.87739 0.63810 -2.55325 -0.2735 -0.1143 0.4712
H -1.00459 0.13353 2.52137 -0.0037 0.1125 -0.1514
H -0.62966 1.90090 -0.80692 0.0470 0.0126 -0.0337
H 0.72672 -0.88082 -1.25258 0.1324 0.3523 -0.0541
N -0.25537 -1.98912 0.92869 1.1181 -1.1105 -1.1578
N 0.47302 -2.40120 0.21265 -1.2056 0.3804 1.4165